{
  "formula": "CH3NOS",
  "method": "ωB97M-V/def2-TZVPD",
  "homo_ev": -8.65,
  "max_force_ev_per_a": 0.69,
  "homo_lumo_gap_ev": 9.2,
  "smiles": "ONC=S",
  "mol_weight_g_mol": 77.108,
  "energy_ha": -568.008662,
  "e_above_lowest_kj_mol": 241.79,
  "species": ["O", "N", "C", "S", "H", "H", "H"],
  "coordinates": [[-1.107, 0.116, -0.263], [0.238, -0.257, -0.106], [1.284, 0.570, -0.040], [2.795, -0.033, 0.089], [-1.624, -0.412, 0.365], [0.445, -1.236, -0.286], [1.134, 1.641, -0.059]],
  "atomic_forces_ev_per_a": [[0.54, 0.26, -0.34], [-0.46, -0.43, 0.13], [-0.15, -0.20, 0.11], [0.41, -0.05, -0.09], [0.42, 0.17, 0.11], [-0.14, 0.20, 0.03], [-0.61, 0.05, 0.05]],
  "mulliken_charge": [-0.39, -0.10, -0.05, -0.37, 0.34, 0.25, 0.33]
}

{
  "formula": "C32H64O39S6",
  "method": "ωB97M-V/def2-TZVPD",
  "homo_ev": -10.66,
  "max_force_ev_per_a": 4.19,
  "homo_lumo_gap_ev": 10.7,
  "mol_weight_g_mol": 1265.227,
  "energy_ha": -6581.014082,
  "species": ["C", "C", "O", "C", "O", "O", "C", "H", "H", "H", "H", "H", "H", "H", "H", "C", "C", "O", "C", "O", "O", "C", "H", "H", "H", "H", "H", "H", "H", "H", "C", "C", "O", "C", "O", "O", "C", "H", "H", "H", "H", "H", "H", "H", "H", "C", "C", "O", "C", "O", "O", "C", "H", "H", "H", "H", "H", "H", "H", "H", "C", "C", "O", "C", "O", "O", "C", "H", "H", "H", "H", "H", "H", "H", "H", "C", "C", "O", "S", "O", "O", "O", "H", "H", "H", "H", "C", "C", "O", "S", "O", "O", "O", "H", "H", "H", "H", "C", "C", "O", "S", "O", "O", "O", "H", "H", "H", "H", "C", "C", "O", "S", "O", "O", "O", "H", "H", "H", "H", "C", "C", "O", "S", "O", "O", "O", "H", "H", "H", "H", "C", "C", "O", "S", "O", "O", "O", "H", "H", "H", "H"],
  "coordinates": [[3.493, 2.181, 6.446], [3.897, 0.719, 6.246], [5.218, 0.741, 5.624], [5.214, 1.178, 4.289], [6.256, 1.488, 3.824], [4.073, 1.087, 3.681], [4.144, 1.304, 2.280], [2.526, 2.258, 6.920], [3.386, 2.677, 5.463], [4.180, 2.784, 7.074], [3.160, 0.154, 5.560], [4.048, 0.096, 7.143], [3.174, 1.044, 1.918], [4.919, 0.738, 1.762], [4.370, 2.353, 2.007], [-6.939, 0.676, 0.302], [-6.725, 1.014, 1.782], [-5.325, 1.406, 1.927], [-5.066, 2.168, 3.001], [-5.817, 2.502, 3.832], [-3.767, 2.455, 2.905], [-3.294, 3.104, 4.144], [-7.914, 0.157, 0.204], [-6.087, 0.050, 0.002], [-6.943, 1.522, -0.298], [-6.827, 0.044, 2.375], [-7.395, 1.778, 2.135], [-3.537, 2.548, 5.039], [-3.790, 4.080, 4.253], [-2.258, 3.319, 3.992], [-3.247, 7.776, -3.319], [-2.129, 6.722, -3.082], [-2.398, 5.977, -1.862], [-3.356, 5.022, -1.938], [-4.162, 4.800, -2.798], [-3.361, 4.446, -0.757], [-4.421, 3.476, -0.565], [-3.537, 8.112, -2.286], [-4.170, 7.269, -3.673], [-2.889, 8.590, -3.906], [-1.088, 7.161, -2.959], [-2.057, 6.071, -3.919], [-4.336, 2.611, -1.196], [-5.458, 3.893, -0.656], [-4.254, 3.017, 0.375], [7.425, -3.659, -2.001], [6.634, -4.372, -0.878], [7.381, -3.962, 0.265], [6.978, -3.031, 1.131], [5.979, -2.361, 0.979], [8.008, -2.832, 2.004], [7.695, -1.976, 3.127], [8.472, -4.015, -2.076], [7.524, -2.574, -1.768], [6.940, -3.727, -2.955], [6.698, -5.401, -1.017], [5.666, -3.952, -0.915], [6.612, -1.938, 3.383], [8.142, -0.975, 3.051], [8.228, -2.400, 3.998], [-2.634, 0.085, 0.661], [-1.792, 1.345, 0.494], [-0.829, 1.209, -0.615], [0.296, 0.487, -0.450], [0.595, -0.003, 0.597], [1.038, 0.462, -1.570], [0.414, 0.731, -2.833], [-3.152, -0.059, -0.301], [-3.342, 0.113, 1.485], [-1.950, -0.782, 0.796], [-1.272, 1.458, 1.459], [-2.504, 2.187, 0.341], [0.370, 1.828, -2.912], [-0.654, 0.384, -2.847], [1.033, 0.258, -3.607], [-1.608, -2.348, -5.122], [-1.149, -3.667, -4.672], [-1.795, -3.821, -3.358], [-2.192, -2.429, -2.773], [-1.421, -2.193, -1.613], [-3.612, -2.286, -2.704], [-1.649, -1.548, -3.895], [-2.588, -2.563, -5.582], [-0.901, -1.822, -5.782], [-0.058, -3.770, -4.463], [-1.447, -4.608, -5.286], [-4.018, -2.586, 2.359], [-4.394, -2.635, 0.911], [-5.797, -3.153, 0.975], [-6.446, -3.097, 2.350], [-6.543, -4.458, 2.806], [-7.519, -2.220, 2.312], [-5.297, -2.187, 2.945], [-3.271, -1.845, 2.667], [-3.801, -3.578, 2.782], [-3.946, -3.358, 0.244], [-4.467, -1.693, 0.320], [3.395, -2.172, -1.110], [1.995, -2.674, -1.208], [1.769, -2.903, -2.640], [3.128, -3.399, -3.299], [3.291, -2.901, -4.603], [3.226, -4.834, -3.082], [4.084, -2.582, -2.350], [3.893, -2.552, -0.158], [3.486, -1.070, -1.110], [1.290, -1.893, -0.824], [1.822, -3.623, -0.671], [-0.882, 4.690, 1.248], [0.109, 4.288, 0.151], [0.793, 3.200, 0.826], [1.267, 3.805, 2.211], [2.479, 4.601, 2.130], [1.116, 2.723, 3.155], [0.030, 4.869, 2.365], [-1.576, 3.821, 1.460], [-1.373, 5.603, 1.114], [0.822, 5.170, 0.085], [-0.352, 3.937, -0.792], [0.209, -1.263, 3.756], [0.463, -0.661, 5.237], [-0.830, -0.935, 5.892], [-1.957, -0.512, 4.901], [-1.974, 0.856, 4.700], [-3.163, -1.184, 5.167], [-1.242, -1.294, 3.609], [0.662, -2.279, 3.572], [0.628, -0.655, 2.998], [0.662, 0.416, 5.227], [1.104, -1.344, 5.718], [2.487, -3.210, -9.104], [2.938, -3.282, -7.683], [1.658, -3.316, -6.931], [0.742, -4.469, -7.690], [-0.571, -3.994, -7.674], [1.059, -5.750, -7.204], [1.395, -4.152, -9.151], [3.209, -3.611, -9.770], [2.100, -2.256, -9.438], [3.474, -2.341, -7.445], [3.540, -4.098, -7.325]],
  "atomic_forces_ev_per_a": [[-0.16, 0.21, 0.11], [0.02, -0.45, -0.91], [-1.48, 0.33, -1.63], [1.57, -1.23, 3.01], [1.04, 0.59, -1.01], [-0.97, -0.22, -0.34], [0.40, 1.04, -1.14], [-0.44, -0.08, 0.17], [0.13, -0.26, 0.45], [-0.10, -0.69, -0.44], [1.10, 0.98, 1.09], [-0.20, 0.63, -0.18], [-0.62, -0.18, -0.33], [-0.03, -0.44, 0.50], [-0.28, -0.32, 0.58], [-0.01, -1.62, 1.79], [0.47, -2.25, -0.11], [-1.05, 0.32, -0.10], [1.49, -1.27, -2.46], [-1.61, 0.79, 1.90], [0.76, 0.71, 1.78], [-1.01, 1.33, -0.83], [0.74, 0.09, -0.08], [-0.50, -0.15, -0.15], [-0.04, 1.76, -1.16], [-0.16, 1.51, -0.58], [-0.05, 0.29, 0.29], [0.22, -0.37, -0.19], [-0.08, -0.27, -0.24], [0.64, -0.40, 0.08], [-0.33, -1.60, 2.24], [0.30, 1.37, 0.43], [0.13, -0.41, -1.11], [-0.34, 1.21, 0.35], [0.61, 0.21, -0.70], [-0.53, -1.32, 0.99], [-0.73, 0.26, -0.23], [0.39, 0.22, -0.95], [0.78, 0.48, -0.31], [-0.06, 0.55, -0.55], [-1.47, -0.32, 0.19], [-0.08, -0.87, -0.60], [0.15, -0.02, -1.12], [1.17, -0.07, 0.09], [-0.06, 0.33, 1.32], [0.63, 0.53, 0.34], [2.05, 3.33, -1.36], [0.31, -1.03, 1.89], [0.97, 0.74, -1.55], [0.14, -0.41, 0.96], [-1.78, 0.06, -0.09], [0.29, -0.04, 1.28], [-0.66, -0.13, 0.04], [-0.33, -0.68, -0.04], [-0.24, -0.22, -0.59], [-0.14, -1.79, 0.33], [-1.27, 0.01, 0.47], [0.80, 0.04, -0.58], [-0.51, -0.20, -0.64], [-0.34, -0.17, -0.47], [0.91, -0.74, -1.30], [-0.17, -0.86, 1.37], [-0.87, 0.53, -0.08], [-1.36, 1.19, -0.11], [0.93, -0.66, 0.24], [-0.05, -0.88, 0.78], [-1.20, 0.67, 0.15], [-0.15, -0.20, 0.38], [0.09, 0.43, -0.08], [-0.46, 0.46, -0.04], [0.25, 0.44, -0.58], [1.27, -0.38, -0.47], [0.17, -0.33, -0.48], [1.28, 0.04, -0.06], [-0.29, 0.23, 0.36], [-0.05, 0.81, -1.18], [1.41, -3.67, 0.73], [-0.11, -0.42, -0.72], [-1.59, -0.57, 1.56], [0.47, 0.35, 0.97], [0.34, -0.32, 0.05], [0.46, 0.52, -2.30], [0.10, 1.16, 0.28], [-0.54, -0.38, 0.10], [-0.67, 0.38, -0.28], [0.27, 2.06, 0.87], [-0.52, 0.05, 0.98], [-1.79, -0.16, -1.66], [1.41, -0.25, -2.64], [1.65, -1.27, 0.33], [0.08, 1.37, 0.46], [-3.08, 1.04, 0.38], [1.12, -0.26, 1.38], [-0.33, -0.39, -0.31], [0.34, 0.26, -0.33], [0.74, -0.16, 0.29], [0.19, -0.46, 1.01], [1.68, 0.56, 0.98], [-1.52, 0.03, 0.09], [-0.11, 0.47, 0.17], [-0.19, -2.33, 1.49], [-0.13, 0.52, -0.97], [0.13, 1.93, -0.11], [0.03, -0.25, 0.97], [-0.23, 0.31, -1.57], [-0.27, -0.57, -0.02], [0.45, -0.92, -0.64], [0.15, 0.36, -0.35], [0.54, -2.43, 0.22], [-0.35, 1.25, 0.09], [0.58, 0.57, -0.54], [-0.05, 0.33, 1.48], [-1.67, -1.45, -0.01], [0.56, 1.22, -0.72], [0.69, -0.92, 0.05], [0.57, 1.21, -0.14], [-0.81, 1.24, -0.34], [-0.70, -1.16, -0.68], [0.55, 0.16, 0.64], [-0.23, -0.23, 1.18], [-1.92, -1.10, -2.00], [0.66, 0.57, 0.40], [0.82, -3.78, -1.40], [0.58, 2.78, -0.52], [-0.44, -0.52, 0.34], [0.13, 0.76, 0.93], [-0.91, 0.74, 0.70], [0.24, 0.99, -0.69], [0.21, -0.42, 0.18], [1.19, 0.00, 0.85], [-0.79, -1.38, 0.31], [-0.46, 2.14, 1.48], [0.11, -1.12, -1.11], [3.09, 2.80, -0.47], [-1.95, 0.37, 0.05], [0.29, -0.77, -0.15], [-1.03, -1.12, 0.54], [0.79, -0.05, -0.73], [0.13, 0.31, 0.21], [-0.51, -0.53, 0.33], [0.20, -0.60, -0.45]],
  "mulliken_charge": [-0.92, 0.29, -0.39, 0.43, -0.55, -0.03, -0.47, 0.39, 0.11, 0.32, -0.17, 0.37, -0.10, 0.38, 0.32, -1.00, -0.35, -0.11, 0.57, -0.55, -0.12, -0.99, 0.37, 0.02, 0.43, 0.16, 0.53, 0.42, 0.37, 0.10, -1.07, -0.30, -0.26, 0.59, -0.57, -0.08, -0.06, 0.26, 0.28, 0.38, 0.31, 0.36, 0.44, 0.45, -0.73, -1.12, 0.41, -0.34, 0.73, -0.56, -0.34, -0.66, 0.35, 0.26, 0.35, 0.32, -0.28, 0.27, 0.28, 0.31, -0.58, 2.44, -0.56, -0.08, -0.30, -0.14, -0.63, 0.21, 0.11, 0.29, 0.18, -1.59, 0.32, 0.15, 0.23, -0.31, 0.09, -0.34, 1.06, -0.22, -0.68, -0.32, 0.27, 0.34, -0.12, 0.25, 1.02, 0.73, -0.38, 1.03, -0.61, -0.54, -0.17, -1.00, 0.39, 0.08, -0.51, 0.26, 0.31, -0.12, 1.12, -0.56, -0.68, -0.33, 0.16, 0.08, -0.64, 0.30, 0.52, -0.56, -0.08, 0.80, -0.65, -0.19, -0.46, -0.51, 0.54, 0.41, 0.24, 0.50, -0.62, -0.44, 1.19, -0.35, -0.64, -0.32, 0.30, -0.26, 0.22, 0.46, -0.33, -0.43, -0.12, 1.12, -0.51, -0.55, -0.37, 0.31, 0.27, 0.30, 0.33]
}

| no. | LUMO (eV) |
| --- | --- |
| 1 | 0.51 |
| 2 | 0.04 |